Molecular formula: C5H10OS2
Method: DFT, the ωB97M-V functional and the def2-TZVPD basis

Structure (ORCA input):
```
! RIJCOSX wB97M-V def2-TZVPD def2/J DEFGRID3
* xyz 0 1
C 1.236 -0.655 1.362
C 0.150 0.317 0.955
C -1.178 -0.279 0.451
O -1.570 -1.524 0.977
C -0.625 -0.217 -0.999
S -1.772 0.250 -2.299
C 0.343 0.885 -0.499
S 1.996 0.959 -1.293
H 1.269 -1.519 0.645
H 2.202 -0.109 1.364
H 1.046 -0.995 2.346
H 0.005 1.068 1.746
H -1.994 0.450 0.607
H -2.372 -1.748 0.476
H -0.093 -1.146 -1.248
H -0.878 0.258 -3.272
H -0.198 1.890 -0.594
H 2.433 2.116 -0.725
*
```

The LUMO energy is 0.671 eV. The highest occupied orbital energy comes out at -9.092 eV. The value obtained for the gap between HOMO and LUMO is 9.8 eV.

---

Molecular formula: C5H10S
Method: DFT, the ωB97M-V functional and the def2-TZVPD basis

Structure (ORCA input):
```
! RIJCOSX wB97M-V def2-TZVPD def2/J DEFGRID3
* xyz 0 1
C 0.187 -1.273 1.175
C 0.270 -0.269 0.018
C 0.759 -1.019 -1.278
C -0.979 0.741 -0.243
C -0.458 2.062 0.325
H -0.166 -0.758 2.089
H 1.168 -1.636 1.536
H -0.437 -2.118 0.908
H 1.147 -0.369 -2.096
H 0.001 -1.725 -1.523
H 1.674 -1.602 -0.935
H -1.063 0.873 -1.357
H -1.907 0.437 0.204
H -0.420 2.828 -0.466
H -0.952 2.531 1.209
S 1.178 1.297 0.433
*
```

The LUMO energy is 0.945 eV. The highest occupied orbital energy comes out at -8.504 eV. The value obtained for the gap between HOMO and LUMO is 9.4 eV.

---

Molecular formula: C5H10SSe2
Method: DFT, the ωB97M-V functional and the def2-TZVPD basis

Structure (ORCA input):
```
! RIJCOSX wB97M-V def2-TZVPD def2/J DEFGRID3
* xyz 0 1
C -1.017 -0.678 2.392
C -1.642 -1.354 1.499
Se -2.016 -0.812 -0.473
C -1.612 0.937 -2.044
S -1.336 0.119 -3.689
H -0.916 -0.923 3.530
H -0.385 0.251 2.233
H -2.230 -2.291 1.460
H -0.770 1.532 -1.713
H -2.499 1.528 -2.044
H -2.747 0.053 -4.014
C 2.008 -0.314 0.185
C 3.077 0.652 0.664
Se 1.447 1.566 -0.043
H 2.408 -1.055 -0.580
H 1.226 -0.712 0.888
H 3.940 0.706 0.014
H 3.065 0.793 1.733
*
```

The LUMO energy is -0.618 eV. The highest occupied orbital energy comes out at -8.077 eV. The value obtained for the gap between HOMO and LUMO is 7.5 eV.

---

Molecular formula: C5H10SSi
Method: DFT, the ωB97M-V functional and the def2-TZVPD basis

Structure (ORCA input):
```
! RIJCOSX wB97M-V def2-TZVPD def2/J DEFGRID3
* xyz 0 1
C -1.242 0.204 -3.731
C -1.345 0.302 -2.559
C -1.481 0.503 -1.100
S -0.891 -1.093 -0.425
Si 0.646 -1.057 1.180
C 2.089 -0.127 0.401
C -0.065 0.113 2.481
H -1.324 0.387 -4.695
H -2.602 0.658 -0.908
H -0.911 1.478 -0.871
H 0.919 -2.427 1.457
H 1.524 0.454 -0.346
H 2.608 0.547 1.149
H 2.649 -0.938 -0.057
H 0.638 0.235 3.341
H -0.247 1.048 1.848
H -0.967 -0.288 2.837
*
```

The LUMO energy is 0.735 eV. The highest occupied orbital energy comes out at -8.756 eV. The value obtained for the gap between HOMO and LUMO is 9.5 eV.